Entry 1:
The following is a DFT calculation (the ωB97M-V functional and the def2-TZVPD basis) of a 2-piece molecular cluster, C4H14NO overall at a distorted geometry.

Values from the calculation:
Strongest force on any atom   1.98 eV/Å
Energy relative to the best compared isomer or geometry (same formula, charge and spin)   144.5 kJ/mol
Orbital gap (spin up / spin down)   3.80 / 12.40 eV
Multiplicity   2

Atoms and positions in Å:
C (-0.4446, 1.8015, -1.3887)
C (-0.3137, 1.1082, -0.0497)
C (-1.2213, -0.1091, 0.0989)
C (-1.0930, -0.8592, 1.4473)
N (1.1503, 0.6067, 0.1005)
H (-1.4571, 2.2082, -1.4447)
H (-0.1489, 1.1198, -2.1806)
H (0.2099, 2.6725, -1.4264)
H (-0.4619, 1.8022, 0.7745)
H (-2.2581, 0.2027, -0.0704)
H (-1.0602, -0.7941, -0.7304)
H (-2.0256, -1.1981, 1.8831)
H (-0.4051, -1.6995, 1.3617)
H (-0.6100, -0.1722, 2.1451)
H (1.2032, -0.2643, -0.4663)
H (1.9279, 1.2729, -0.1148)
H (1.2432, 0.2694, 1.0751)
H (2.3630, -3.0626, 0.1903)
H (1.3921, -2.5962, -0.9365)
O (2.0100, -2.3087, -0.2680)

Atomic forces in eV per Å
0.14 0.46 0.66
1.08 -0.38 -0.14
-0.62 -0.32 0.17
0.73 0.62 -0.32
-1.82 -0.77 0.12
-0.12 -0.35 -0.46
-0.40 0.07 -0.30
0.18 -0.07 -0.03
-0.06 0.04 0.01
0.07 0.32 0.25
0.27 -0.08 -0.16
-0.20 0.01 -0.15
-0.07 -0.12 -0.03
-0.23 -0.09 0.35
0.60 0.30 -0.15
-0.01 0.25 -0.09
0.52 0.14 0.31
0.13 -0.71 0.21
-0.20 -0.53 -0.32
0.02 1.21 0.06

Atomic partial charges in e from the natural (NBO) method, atoms 1 to 8: -0.651, -0.111, -0.436, -0.643, -1.049, 0.218, 0.218, 0.227

=====

Entry 2:
The following is a DFT calculation (the ωB97M-V functional and the def2-TZVPD basis) of a 2-piece molecular cluster, C4H14NO overall at a distorted geometry.

Values from the calculation:
Total charge   +2
Strongest force on any atom   2.71 eV/Å
Energy relative to the best compared isomer or geometry (same formula, charge and spin)   133.5 kJ/mol
Orbital gap (spin up / spin down)   12.23 / 4.49 eV
Multiplicity   2

Atoms and positions in Å:
C (-0.3111, -0.3760, 1.0046)
C (-0.7158, -0.9932, -0.3163)
C (-2.2719, -1.0934, -0.6425)
C (-0.2029, 0.0009, -1.4048)
N (1.2483, -0.3104, 1.1741)
H (-0.6594, 0.6494, 1.2113)
H (-0.6880, -0.9957, 1.8436)
H (-0.1556, -1.9366, -0.3233)
H (-2.6435, -0.9034, -1.6565)
H (-2.7462, -1.9561, -0.1687)
H (-2.7540, -0.2406, -0.0546)
H (-1.0360, 0.7182, -1.6882)
H (0.1067, -0.7001, -2.2339)
H (0.6966, 0.5621, -1.0898)
H (1.7550, -0.5045, 0.2994)
H (1.5185, 0.6649, 1.2380)
H (1.6864, -0.8691, 1.8701)
H (3.0889, 2.4127, 0.2607)
H (1.9483, 3.3777, 0.5073)
O (2.1359, 2.4931, 0.1696)

Atomic forces in eV per Å
1.26 0.83 1.68
-0.14 -1.46 0.93
-0.34 1.75 1.49
-0.50 1.87 -1.89
-1.16 0.57 -2.29
0.04 -0.37 -0.48
0.06 -0.07 -0.48
-0.90 -0.43 -0.23
0.19 -0.45 -0.02
0.69 -1.05 -0.61
1.04 -0.17 -0.75
1.42 -0.67 -0.29
-0.90 0.24 0.37
-0.67 0.07 0.37
-0.30 -0.63 0.01
0.16 1.10 0.77
0.14 -0.69 1.26
0.35 0.14 -0.16
-0.13 0.09 -0.06
-0.29 -0.66 0.39

Atomic partial charges in e from the natural (NBO) method, atoms 1 to 8: -0.220, -0.110, -0.551, -0.505, -0.695, 0.268, 0.307, 0.277

=====

Entry 3:
The following is a DFT calculation (the ωB97M-V functional and the def2-TZVPD basis) of a 3-piece molecular cluster, C4H14NO2 overall at a distorted geometry.

Values from the calculation:
Strongest force on any atom   1.81 eV/Å
Energy relative to the best compared isomer or geometry (same formula, charge and spin)   117.0 kJ/mol
Orbital gap (spin up / spin down)   3.10 / 11.46 eV
Multiplicity   2

Atoms and positions in Å:
C (1.0974, 0.6721, 0.9217)
N (-0.0956, 0.4297, 0.0291)
C (0.3980, -0.4417, -1.0714)
C (1.4130, -1.3818, -0.4136)
C (1.9297, -0.5663, 0.8009)
H (0.7210, 0.9300, 1.9170)
H (1.5116, 1.6285, 0.6033)
H (-0.8849, -0.1489, 0.4141)
H (-0.4687, 1.3310, -0.3188)
H (-0.4722, -0.8896, -1.5544)
H (0.8832, 0.1263, -1.8691)
H (2.2658, -1.6676, -1.0172)
H (0.8608, -2.2563, -0.0535)
H (1.9861, -1.1667, 1.7084)
H (2.9810, -0.3847, 0.5492)
H (-2.9900, -1.6166, -0.1067)
H (-2.0265, -1.7306, 1.2063)
O (-2.3508, -1.1500, 0.4769)
H (-2.9669, 2.4646, -0.6578)
H (-1.7959, 3.3195, -1.0267)
O (-1.9961, 2.4989, -0.5378)

Atomic forces in eV per Å
-1.36 0.86 0.52
0.68 0.05 -0.61
0.55 0.00 -1.28
-1.09 0.19 1.04
1.54 -0.83 -0.47
-0.02 -0.58 0.06
0.50 -0.32 -0.45
-0.04 0.50 0.43
-0.36 -0.56 0.18
0.02 -0.37 0.32
0.01 0.44 0.37
-0.26 -0.11 -0.46
0.24 -0.10 -0.11
-0.46 0.06 0.06
-0.14 0.64 0.32
0.35 -0.14 0.42
-0.43 -0.27 -0.29
0.19 0.45 0.00
0.48 -0.49 0.32
0.23 -0.34 0.28
-0.62 0.91 -0.64

Atomic partial charges in e from the natural (NBO) method, atoms 1 to 8: -0.284, -0.615, -0.306, -0.453, -0.460, 0.221, 0.207, 0.439

=====

Entry 4:
The following is a DFT calculation (the ωB97M-V functional and the def2-TZVPD basis) of a 2-piece molecular cluster, C4H14NO2 overall at a distorted geometry.

Values from the calculation:
Total charge   +1
Strongest force on any atom   4.31 eV/Å
Energy relative to the best compared isomer or geometry (same formula, charge and spin)   155.0 kJ/mol
Orbital gap   11.24 eV

Atoms and positions in Å:
C (0.4488, -0.5241, 1.7627)
C (-0.3452, -0.4420, 0.4952)
C (0.2328, -1.5200, -0.5647)
C (1.6531, -1.2639, -1.0967)
O (-0.6856, -1.4550, -1.6717)
N (-0.2201, 0.9110, -0.1349)
H (0.4641, -1.3877, 2.3433)
H (1.4765, -0.1216, 1.4891)
H (0.1046, 0.1960, 2.4706)
H (-1.4238, -0.5574, 0.5034)
H (0.2520, -2.5258, -0.0987)
H (2.3707, -0.9698, -0.2895)
H (2.0025, -2.0848, -1.7316)
H (1.5685, -0.2865, -1.7286)
H (-1.2417, -2.2405, -1.6564)
H (0.1586, 0.8564, -1.0869)
H (-1.0348, 1.4370, -0.0272)
H (0.3872, 1.6186, 0.4478)
H (-2.6439, 3.7155, 0.5784)
H (-1.5154, 3.6113, -0.3040)
O (-2.0088, 3.0332, 0.3005)

Atomic forces in eV per Å
1.19 3.13 -0.78
1.07 -2.12 -1.52
-0.64 0.32 0.24
-0.54 2.80 -0.06
0.61 -0.28 0.36
3.69 1.38 1.75
0.15 -1.98 0.16
-0.85 -1.05 0.58
-0.52 0.85 0.57
-0.01 -0.59 0.60
-0.43 0.60 0.02
-0.46 -0.79 -0.63
-0.05 0.34 0.26
0.42 -1.77 0.52
-0.08 0.07 -0.14
-0.46 0.19 0.09
-2.67 0.88 -0.64
-0.50 -2.05 -1.29
-0.29 -0.76 0.48
0.24 -0.40 -0.13
0.14 1.24 -0.44

Atomic partial charges in e from the natural (NBO) method, atoms 1 to 8: -0.638, -0.062, 0.085, -0.632, -0.740, -0.695, 0.261, 0.212

=====

Entry 5:
The following is a DFT calculation (the ωB97M-V functional and the def2-TZVPD basis) of a 3-piece molecular cluster, C4H14NO2 overall at a distorted geometry.

Values from the calculation:
Total charge   +1
Strongest force on any atom   3.81 eV/Å
Energy relative to the best compared isomer or geometry (same formula, charge and spin)   257.9 kJ/mol
Orbital gap   10.65 eV

Atoms and positions in Å:
C (-0.2751, -1.1019, 2.8244)
C (0.1254, -0.0160, 1.6990)
C (0.0422, -0.5467, 0.2502)
C (0.9668, -0.1917, -1.9881)
N (0.6283, 0.3419, -0.8718)
H (-0.3344, -0.7403, 3.9062)
H (-1.3063, -1.4283, 2.5873)
H (0.5510, -1.9438, 2.7388)
H (-0.4444, 0.8811, 1.9178)
H (1.2517, 0.0486, 1.7386)
H (0.7099, -1.4583, 0.1100)
H (-1.0940, -0.8456, -0.0369)
H (0.7109, -1.2740, -2.0556)
H (1.3823, 0.4188, -2.7584)
H (0.6141, 1.4215, -0.8189)
H (1.8415, 2.9696, 0.3071)
H (0.4745, 3.4047, 0.6170)
O (0.9368, 2.8874, 0.0266)
H (-2.2937, -1.4665, -4.0667)
H (-2.5981, -0.3577, -2.9318)
O (-1.8893, -1.0029, -3.1945)

Atomic forces in eV per Å
1.13 -0.49 -0.93
1.87 -1.46 0.60
-2.04 -1.51 -1.02
-1.28 -0.97 1.76
-0.88 0.76 -0.23
0.52 -0.03 -1.73
0.68 -0.42 0.12
-2.13 1.36 0.39
0.34 0.33 -0.46
-1.08 1.03 0.82
-1.21 0.87 0.63
2.71 0.79 0.31
0.79 0.83 -0.47
0.09 0.14 -0.56
0.31 -1.53 0.75
0.78 0.03 0.06
-1.94 1.85 1.94
1.21 -1.64 -2.04
1.41 1.67 3.12
0.90 -0.96 -0.48
-2.18 -0.65 -2.55

Atomic partial charges in e from the natural (NBO) method, atoms 1 to 8: -0.611, -0.430, -0.232, 0.125, -0.426, 0.249, 0.216, 0.219

=====

Entry 6:
The following is a DFT calculation (the ωB97M-V functional and the def2-TZVPD basis) of a 3-piece molecular cluster, C4H14NO2 overall at a distorted geometry.

Values from the calculation:
Total charge   +1
Strongest force on any atom   2.46 eV/Å
Energy relative to the best compared isomer or geometry (same formula, charge and spin)   148.0 kJ/mol
Orbital gap   11.12 eV

Atoms and positions in Å:
C (-0.1889, 1.5966, -2.4003)
C (-1.1852, 0.4236, -2.4826)
C (-1.4466, -0.2711, -1.1537)
C (-0.4641, -0.8962, -0.5208)
N (-0.7305, -1.6903, 0.7261)
H (0.8203, 1.2180, -2.2401)
H (-0.4466, 2.2717, -1.5858)
H (-0.2103, 2.1343, -3.3481)
H (-0.8794, -0.2905, -3.2446)
H (-2.1241, 0.8528, -2.8372)
H (-2.3480, -0.0260, -0.5987)
H (0.5895, -1.0203, -0.7175)
H (-1.6973, -1.5962, 1.0502)
H (-0.5132, -2.6799, 0.8644)
H (-0.1100, -1.1832, 1.4395)
H (1.4679, 0.0336, 2.4000)
H (1.5265, -1.1381, 3.2923)
O (0.9990, -0.8437, 2.5393)
H (2.6880, 1.7579, 2.5713)
H (2.3478, 1.6345, 1.0598)
O (1.9901, 1.5064, 1.9638)

Atomic forces in eV per Å
-0.03 -0.55 -0.04
-0.55 0.66 0.29
1.41 0.87 -0.12
-0.49 -1.93 0.38
-0.23 1.96 1.47
0.09 0.11 0.02
-0.02 0.07 -0.06
0.10 0.07 0.13
0.11 -0.14 0.13
-0.09 -0.22 0.06
-0.37 -0.64 -0.34
-0.08 0.15 -0.86
0.09 0.17 -0.21
0.36 0.05 -1.07
-0.45 -0.94 0.23
-0.81 -0.32 -0.57
-0.48 -0.77 0.06
1.18 1.01 0.47
0.27 0.30 0.07
-0.20 -0.03 0.83
0.20 0.11 -0.88

Atomic partial charges in e from the natural (NBO) method, atoms 1 to 8: -0.593, -0.446, -0.126, -0.073, -0.733, 0.197, 0.212, 0.234

=====

Entry 7:
The following is a DFT calculation (the ωB97M-V functional and the def2-TZVPD basis) of a 4-piece molecular cluster, C4H14NO2 overall at a distorted geometry.

Values from the calculation:
Total charge   +1
Strongest force on any atom   2.21 eV/Å
Energy relative to the best compared isomer or geometry (same formula, charge and spin)   629.6 kJ/mol
Orbital gap   5.24 eV

Atoms and positions in Å:
C (-0.8765, -0.1361, -1.2227)
C (0.2332, -0.9729, -0.5868)
C (0.7664, -0.4858, 0.7407)
C (0.8038, -1.3880, 1.8400)
N (1.1611, 0.7288, 0.8764)
H (-0.6015, 0.9165, -1.2597)
H (-1.1241, -0.4348, -2.2233)
H (-1.7067, -0.1053, -0.5357)
H (-0.2809, -1.9087, -0.3070)
H (1.0445, -1.2901, -1.2331)
H (0.1169, -2.2209, 1.8194)
H (1.3890, -1.1223, 2.7184)
H (7.2527, -0.5065, 0.5340)
H (1.8434, 0.9646, 1.6032)
H (1.6584, 1.5339, -0.7069)
H (2.4547, 2.3564, -1.7764)
H (7.0040, -0.9204, -0.0282)
O (1.6934, 1.7770, -1.6386)
H (-5.1334, -0.2994, -0.2567)
H (-4.9918, 0.8965, 0.6658)
O (-4.4872, 0.1717, 0.2805)

Atomic forces in eV per Å
0.85 1.43 0.78
-1.69 -1.13 0.86
0.37 -0.73 -1.62
0.20 1.24 0.13
0.47 0.30 0.37
0.37 0.03 -0.35
-0.23 -0.40 -0.21
-0.72 -0.49 -0.11
0.33 -0.12 -0.30
0.37 0.48 -0.13
-0.02 -0.29 0.30
-0.04 -0.32 0.08
0.00 0.01 0.02
-0.40 -0.25 0.55
0.03 0.48 -0.08
-0.16 -0.15 0.14
-0.01 -0.01 -0.01
0.19 -0.04 -0.41
0.06 -0.02 0.00
0.07 -0.01 0.01
-0.04 0.01 -0.01

Atomic partial charges in e from the natural (NBO) method, atoms 1 to 8: -0.612, -0.459, 0.138, 0.171, -0.309, 0.241, 0.249, 0.229

=====

Entry 8:
The following is a DFT calculation (the ωB97M-V functional and the def2-TZVPD basis) of a 3-piece molecular cluster, C4H14NO3 overall at a distorted geometry.

Values from the calculation:
Total charge   -1
Strongest force on any atom   5.41 eV/Å
Energy relative to the best compared isomer or geometry (same formula, charge and spin)   226.8 kJ/mol
Orbital gap   8.14 eV

Atoms and positions in Å:
C (0.4032, 1.0028, 0.6873)
O (-0.0572, 2.0401, 0.0312)
C (-0.1845, -0.3972, 0.1128)
C (0.6664, -1.6048, 0.4005)
C (-0.1539, -2.9078, 0.3735)
N (-0.3636, -0.4469, -1.4430)
H (0.0034, 0.9602, 1.7666)
H (1.5028, 0.9636, 0.7273)
H (-1.2396, -0.7366, 0.5617)
H (1.1160, -1.3908, 1.3847)
H (1.4529, -1.5217, -0.4963)
H (0.6565, -3.6023, 0.1312)
H (-0.4257, -3.1655, 1.4745)
H (-1.1108, -3.0099, -0.0834)
H (-0.0304, 0.3315, -1.8205)
H (-1.2427, -0.4188, -1.8149)
H (2.2392, 2.5550, 0.4224)
H (1.0379, 2.9554, -0.2558)
O (2.0506, 3.2226, -0.1333)
H (-2.0934, 1.2076, -1.2126)
H (-1.6758, 2.1632, -0.1952)
O (-2.5515, 1.8002, -0.6189)

Atomic forces in eV per Å
-2.01 -2.44 0.98
-1.07 1.59 -1.03
-2.29 -0.66 -1.22
0.71 1.44 -1.73
2.13 -0.52 3.55
1.14 -3.28 3.90
0.75 -0.03 -0.60
0.21 -0.53 0.00
1.85 1.63 -0.74
0.27 -0.67 -0.29
-1.22 -0.73 2.26
-0.98 -0.89 -0.44
0.52 0.40 -1.47
-0.16 0.32 -1.31
2.68 4.42 -1.59
-3.33 -0.58 -0.26
1.60 -3.33 3.05
1.00 0.11 0.23
-1.50 3.78 -3.27
-0.14 -0.30 -0.31
-0.99 -0.63 -0.39
0.84 0.89 0.68

Atomic partial charges in e from the natural (NBO) method, atoms 1 to 8: -0.014, -0.911, -0.054, -0.420, -0.625, -0.874, 0.104, 0.104

=====

Entry 9:
The following is a DFT calculation (the ωB97M-V functional and the def2-TZVPD basis) of a 3-piece molecular cluster, C4H14NO3 overall at a distorted geometry.

Values from the calculation:
Total charge   -1
Strongest force on any atom   4.40 eV/Å
Energy relative to the best compared isomer or geometry (same formula, charge and spin)   185.2 kJ/mol
Orbital gap   8.15 eV

Atoms and positions in Å:
C (0.8607, 0.5688, 0.7218)
O (1.9156, -0.3179, 0.4765)
C (-0.2633, 0.2093, -0.1665)
C (-1.4059, 1.1274, -0.0086)
C (-2.6963, 0.8395, -0.7687)
N (-0.7236, -1.1625, 0.1372)
H (1.2872, 1.6454, 0.5515)
H (0.6658, 0.7247, 1.7992)
H (0.2266, 0.0921, -1.2132)
H (-1.1623, 2.1521, -0.2625)
H (-1.6356, 1.0768, 1.1507)
H (-3.5808, 0.8672, -0.1635)
H (-2.7862, 1.6050, -1.5584)
H (-2.4789, -0.1487, -1.1765)
H (-0.6821, -1.4177, 1.0620)
H (-0.0855, -1.7235, -0.3237)
H (1.4016, -2.7668, 1.9895)
H (1.4964, -1.6303, 0.7594)
O (1.0073, -2.6287, 1.0965)
H (3.0989, -0.4127, -1.2641)
H (2.5611, 0.9622, -1.0376)
O (2.9793, 0.3384, -1.8011)

Atomic forces in eV per Å
3.60 1.41 0.11
-0.35 -0.60 1.02
-0.02 -1.56 -1.10
-1.71 1.35 2.48
1.30 -0.07 -0.93
-2.13 2.48 -2.95
-0.86 -0.90 -0.49
-0.81 -0.78 0.08
-1.11 0.74 1.36
0.56 0.37 0.41
0.40 0.36 -2.01
-0.44 -0.20 0.30
-0.23 -0.52 0.03
-0.90 -0.10 -0.27
0.32 -0.33 2.47
1.03 -1.64 -0.74
-0.31 0.06 -1.11
-0.50 -0.51 0.68
1.97 0.34 1.19
-0.05 -1.59 1.22
1.39 -2.45 -2.62
-1.16 4.12 0.86

Atomic partial charges in e from the natural (NBO) method, atoms 1 to 8: -0.053, -0.950, -0.118, -0.383, -0.623, -0.845, 0.100, 0.136

=====

Entry 10:
The following is a DFT calculation (the ωB97M-V functional and the def2-TZVPD basis) of a 3-piece molecular cluster, C4H14NO3 overall at a distorted geometry.

Values from the calculation:
Total charge   -1
Strongest force on any atom   1.21 eV/Å
Energy relative to the best compared isomer or geometry (same formula, charge and spin)   104.8 kJ/mol
Orbital gap   7.28 eV

Atoms and positions in Å:
C (-1.2584, -1.0302, -0.6431)
N (0.1263, -1.4511, -0.8077)
C (0.8931, -1.8851, 1.4860)
C (1.0345, -1.0201, 0.2442)
C (0.9689, 0.5197, 0.5403)
O (0.7608, 1.2390, -0.5866)
H (-1.8042, -1.7289, -0.0065)
H (-1.3572, -0.0339, -0.2168)
H (-1.7197, -0.9896, -1.6272)
H (0.4468, -0.9908, -1.6458)
H (1.7132, -1.7468, 2.1875)
H (0.9986, -2.9203, 1.1715)
H (-0.0694, -1.6967, 1.9421)
H (2.0375, -1.0856, -0.1818)
H (1.9930, 0.6776, 0.9561)
H (0.2338, 0.8211, 1.3034)
H (-1.0345, 1.3817, 2.7522)
H (-1.8802, 0.9292, 1.5753)
O (-1.9256, 1.0951, 2.5280)
H (0.6159, 2.1174, -3.4278)
H (0.1325, 1.6529, -2.0461)
O (-0.1889, 1.8518, -2.9724)

Atomic forces in eV per Å
0.06 -0.19 0.21
-0.16 -0.20 -0.26
0.61 -0.20 -0.68
-0.12 0.81 0.30
0.43 0.07 -1.13
0.23 0.24 -0.21
-0.11 -0.12 -0.03
0.08 0.30 0.02
-0.17 -0.12 -0.01
0.11 0.23 -0.08
-0.08 0.47 0.26
-0.40 -0.31 0.04
-0.20 -0.14 0.36
0.07 -0.51 -0.03
-0.15 0.33 0.50
-0.01 -0.50 0.56
0.02 -0.06 -0.13
0.10 0.03 0.20
-0.26 0.03 -0.01
-0.08 -0.04 0.06
-0.08 -0.22 0.12
0.12 0.09 -0.07

Atomic partial charges in e from the natural (NBO) method, atoms 1 to 8: -0.413, -0.645, -0.626, -0.078, -0.026, -1.003, 0.161, 0.172

=====

strongest force on any atom of number 5 (C4H14NO2)?
3.81 eV/Å